# 1
Formula: C2H14N2O3
Source: the Open Molecules 2025 dataset
Level of theory: ωB97M-V/def2-TZVPD

Calculated values
- E_LUMO: 0.8908 eV
- E: -419.7870 Eh
- E_HOMO: -9.11 eV
- SMILES string: CNCN.O.O.O
- ΔE to the lowest compared entry with this formula, charge and spin: 139.1 kJ/mol
- Frontier orbital gap: 0.3676 Eh

Geometry as ORCA input:
```
! RIJCOSX wB97M-V def2-TZVPD def2/J DEFGRID3
* xyz 0 1
O -2.46328 -1.78317 -0.30127
O -3.91514 0.41694 1.10457
O -1.32062 1.28562 0.81444
N 1.86085 0.71336 -0.19651
N 0.41102 -0.64360 -1.51257
C 3.24261 0.81629 0.15783
C 1.51937 -0.61281 -0.58831
H 0.30697 -1.56628 -1.90910
H -0.53231 0.91688 0.29437
H -1.00271 1.42729 1.66258
H 3.48300 1.79583 -0.14474
H 2.36624 -1.14904 -0.93183
H -4.58077 0.96276 1.47981
H -0.47521 -0.67983 -0.99196
H 1.10618 -1.18644 0.35165
H -2.94658 -2.59833 -0.54756
H -3.05410 0.88806 1.11242
H 3.37552 0.87427 1.20376
H 1.77997 1.36114 -1.02642
H -2.98128 -1.29283 0.32696
H 3.82025 0.05388 -0.35810
*
```

Mulliken population analysis, charges in e, atoms 1 to 5: O -0.612; O -0.663; O -0.707; N -0.299; N -0.679

# 2
Formula: C2H14N2O4
Source: the Open Molecules 2025 dataset
Level of theory: ωB97M-V/def2-TZVPD

Calculated values
- E_LUMO: 0.6187 eV
- E: -495.0643 Eh
- E_HOMO: -9.45 eV
- SMILES string: [H]/N=C/NC.O.O.O.O
- ΔE to the lowest compared entry with this formula, charge and spin: 46.3 kJ/mol
- Frontier orbital gap: 0.3700 Eh

Geometry as ORCA input:
```
! RIJCOSX wB97M-V def2-TZVPD def2/J DEFGRID3
* xyz 0 1
O 0.19998 2.72399 0.95599
O -0.41518 0.47735 2.23159
O -2.65654 0.42879 -0.13709
O 0.06129 1.74907 -1.50415
N -0.85891 -1.84662 0.80976
N 0.41004 -1.14588 -1.01727
C 1.78093 -1.05291 -1.52827
C 0.23675 -1.87267 0.11456
H -0.04350 -0.24400 -1.11246
H 0.01812 2.30005 -0.67080
H -0.99066 0.00185 1.60349
H 2.32840 -0.17211 -1.17758
H -0.65978 2.99208 1.31309
H 1.00302 -2.64290 0.26124
H 0.03219 -0.27583 2.62662
H 0.39340 1.85158 1.37831
H 1.74862 -1.09196 -2.62064
H -1.78523 0.11833 -0.33818
H -0.86384 -2.56470 1.52359
H -2.87263 -0.04944 0.66095
H 2.35283 -1.93626 -1.23233
H 0.58066 2.25218 -2.14039
*
```

Mulliken population analysis, charges in e, atoms 1 to 5: O -0.734; O -0.714; O -0.653; O -0.673; N -0.632

# 3
Formula: C2H14N7OP
Source: the Open Molecules 2025 dataset
Level of theory: ωB97M-V/def2-TZVPD

Calculated values
- E_LUMO: 0.3655 eV
- E: -884.3583 Eh
- E_HOMO: -8.43 eV
- SMILES string: CCNN(N(N)N)P(N)(N)=O
- Frontier orbital gap: 0.3232 Eh

Geometry as ORCA input:
```
! RIJCOSX wB97M-V def2-TZVPD def2/J DEFGRID3
* xyz 0 1
P -1.54559 0.98402 0.02652
O -2.49619 0.46928 1.01553
N -0.53607 2.30609 0.60768
N -0.82047 -2.22941 0.95766
N -1.06096 -1.87062 -1.28026
N -0.18086 -1.70700 -0.22287
N 0.06169 -0.33911 0.09578
N 1.04455 0.37186 -0.65318
N -2.58571 1.72018 -1.23820
C 2.46317 0.28235 -0.18356
C 2.42279 -0.09249 1.37308
H -0.74204 -2.68051 -1.87276
H -1.75018 -1.81373 1.07811
H -0.43642 2.95418 -0.23517
H 2.01234 0.72402 2.00737
H -3.45727 1.34936 -0.94224
H -2.44901 1.62779 -2.22882
H 0.34620 1.77303 0.63530
H 3.00119 -0.44258 -0.86916
H -2.02571 -1.85535 -1.08824
H 1.73867 -0.94890 1.41222
H 0.96077 0.24527 -1.64660
H 2.94964 1.29222 -0.33152
H -0.31674 -2.02470 1.87795
H 3.40222 -0.09524 1.70541
*
```

Mulliken population analysis, charges in e, atoms 1 to 5: P 0.848; O -0.672; N -0.721; N -0.712; N -0.457

# 4
Formula: C2H14N9O2P2
Source: the Open Molecules 2025 dataset
Level of theory: ωB97M-V/def2-TZVPD

Calculated values
- E_LUMO: -2.5467 eV
- E: -1410.5261 Eh
- E_HOMO: -13.02 eV
- SMILES string: N[C@H]1NC(=[NH2+])N(P(N)(N)=O)N1P(N)(N)=O
- ΔE to the lowest compared entry with this formula, charge and spin: 58.5 kJ/mol
- Frontier orbital gap: 0.3850 Eh

Geometry as ORCA input:
```
! RIJCOSX wB97M-V def2-TZVPD def2/J DEFGRID3
* xyz 1 1
P -1.99845 0.97909 0.32816
P 1.43924 1.12995 -0.29518
O 0.73666 1.65808 -1.45191
O -3.08629 1.03446 -0.65616
N 0.83753 -2.68488 0.95824
N -1.10432 2.32552 0.41881
N 0.55534 -0.32255 0.38790
N -2.40848 0.67361 1.88384
N 1.73840 1.95066 1.10816
N 2.93935 0.62070 -0.78896
N -1.95735 -1.27050 -1.97603
N 0.15588 -1.97483 -1.18717
N -0.82370 -0.23906 -0.16957
C -0.93184 -1.12201 -1.18344
C 0.98180 -1.59414 -0.00790
H 0.95258 -2.47327 1.98576
H 1.50787 -3.43344 0.81619
H 0.40874 -2.84912 -1.64503
H 1.76104 1.18607 1.86050
H 3.15767 0.97568 -1.78338
H -1.99555 -2.15141 -2.57734
H -2.58433 -0.53471 -2.16608
H -3.30782 0.18207 2.10774
H 2.07005 -1.42803 -0.14431
H 3.90992 0.52826 -0.27769
H -1.06716 2.78271 -0.43620
H -1.63208 0.37264 2.44161
H 1.08863 2.78239 1.26466
H -1.34335 2.89606 1.18477
*
```

Mulliken population analysis, charges in e, atoms 1 to 5: P 0.583; P 0.732; O -0.642; O -0.751; N -0.725

# 5
Formula: C2H14NO3
Source: the Open Molecules 2025 dataset
Level of theory: ωB97M-V/def2-TZVPD

Calculated values
- E_LUMO (alpha / beta): 0.4792 / 0.2760 eV
- E: -364.9066 Eh
- Expectation value of S²: 0.75
- E_HOMO (alpha / beta): -2.71 / -11.46 eV
- ΔE to the lowest compared entry with this formula, charge and spin: 102.4 kJ/mol
- Frontier orbital gap (alpha / beta): 0.1173 / 0.4312 Eh

Geometry as ORCA input:
```
! RIJCOSX wB97M-V def2-TZVPD def2/J DEFGRID3
* xyz 0 2
O -1.80941 -1.79791 1.58602
O -2.44619 -0.61044 -1.52831
O 0.30969 1.62363 -2.24558
N 0.02791 -0.03304 0.04960
C 2.07043 0.66699 1.21533
C 1.39684 -0.49317 0.57752
H 1.83404 1.71690 0.94553
H -0.23082 -0.31770 -0.88614
H -1.82396 -0.01033 -1.97577
H 1.78026 0.67151 2.35675
H 0.99043 1.41180 -2.82638
H 1.80776 -1.14512 -0.25432
H -2.76688 -1.62113 1.38145
H 1.30449 -1.27200 1.42993
H 3.13909 0.64751 1.32158
H 0.35515 2.57836 -2.19920
H 0.02605 1.04969 -0.14393
H -1.96397 -2.56257 2.23281
H -3.25561 -0.12225 -1.72207
H -0.74533 -0.38072 0.68517
*
```

Mulliken population analysis, charges in e, atoms 1 to 5: O -0.784; O -0.946; O -1.039; N -0.889; C -1.359

# 6
Formula: C2H14O4S
Source: the Open Molecules 2025 dataset
Level of theory: ωB97M-V/def2-TZVPD

Calculated values
- E_LUMO: 0.5687 eV
- E: -783.7035 Eh
- E_HOMO: -8.50 eV
- SMILES string: CSC.O.O.O.O
- ΔE to the lowest compared entry with this formula, charge and spin: 130.8 kJ/mol
- Frontier orbital gap: 0.3331 Eh

Geometry as ORCA input:
```
! RIJCOSX wB97M-V def2-TZVPD def2/J DEFGRID3
* xyz 0 1
S 1.90349 1.56837 -0.61488
O 0.64354 -2.00757 -2.21717
O -1.32758 -0.09067 1.91612
O -2.37857 -2.19149 0.38121
O -1.31461 -0.08312 -1.53580
C 0.23441 1.88311 -0.03075
C 2.65291 0.93047 0.90006
H -0.56115 1.17593 -0.05124
H 1.35606 -1.35374 -2.17047
H -3.19050 -1.68072 0.45675
H -0.34794 2.65079 -0.56392
H -0.92555 0.05415 2.78009
H -2.31852 -2.45029 -0.54288
H -0.43456 -0.45786 -1.64309
H 2.08024 1.17644 1.79081
H 3.57446 1.51561 0.92624
H 2.87107 -0.13196 0.84462
H -1.39975 -1.05603 1.91519
H 0.39570 2.30738 0.95611
H -1.57541 -0.14184 -0.61435
H 0.06224 -1.61698 -2.88264
*
```

Mulliken population analysis, charges in e, atoms 1 to 5: S -0.112; O -0.702; O -0.595; O -0.658; O -0.650

The highest E belongs to which entry? C2H14NO3

Look up the E of the fourth one. -1410.5261 Eh

Look up the E of the first one. -419.7870 Eh

Which of these has the highest E? C2H14NO3